Record 1
ORCA calculation (ωB97M-V/def2-TZVPD) on C21H22IrN7OS4Sb as an isolated structure.

Calculated values
**Multiplicity**: 5
**Orbital gap (alpha / beta)**: 5.3 / 4.8 eV
**Largest force on an atom**: 0.0153 hartree/bohr
**<S²>**: 6.031
**LUMO level (alpha / beta)**: 2.4 / 1.0 eV
**E**: -3209.4026 Eh
**E_HOMO (alpha / beta)**: -2.862 / -3.783 eV
**Total charge**: -1
**Energy relative to the best compared isomer or geometry (same formula, charge and spin)**: 17.9 kcal/mol

```
57
Properties=species:S:1:pos:R:3:forces:R:3
Ir 0.9752 -0.4404 -0.0102 0.7 -0.3 0.0
Sb 4.9025 -0.1552 -0.3397 0.0 -0.1 -0.1
S 2.9785 0.6846 0.7661 -0.2 -0.1 0.0
S 5.8409 1.5051 -1.5752 0.0 0.0 0.0
S 2.0558 -2.3140 -1.2060 -0.3 0.3 0.2
S 3.7821 -1.7782 -2.0514 0.2 0.1 0.1
O -1.4631 -0.9608 -1.0597 -0.4 0.2 0.5
N -0.7637 -1.9862 -2.9429 -0.2 0.0 -0.1
N -0.2331 0.9996 1.2411 0.1 0.0 0.0
N -0.6317 -1.5238 2.4808 0.2 0.0 -0.1
N 0.0760 -2.0059 1.4378 -0.3 0.1 0.2
N -3.0400 -1.7708 -2.4893 -0.1 0.0 0.1
N 0.7347 1.1056 -1.6445 -0.1 0.1 -0.3
N 0.5970 2.3821 -1.2324 -0.1 -0.1 0.1
C -1.6777 -2.3162 2.7621 -0.1 0.0 0.0
C 0.7894 0.2583 6.8491 0.0 0.0 0.0
C -0.4902 2.8009 -0.4072 0.1 0.1 -0.2
C -0.5510 -3.1110 1.0567 0.0 0.0 -0.1
C 0.5888 1.7202 4.7885 0.0 0.0 0.0
C 0.3527 1.9058 3.4429 0.0 0.1 0.0
C 1.5031 3.1805 -1.8304 0.1 0.1 0.0
C 2.2565 2.4049 -2.6798 0.0 0.0 0.0
C 0.4654 0.4676 5.3943 0.0 0.1 0.0
C 0.0859 -0.5822 4.5769 0.0 0.0 0.0
C -2.1922 4.5166 -0.1170 0.0 0.0 0.1
C -1.8568 2.7779 1.5301 -0.1 0.0 0.1
C -0.1774 -0.3903 3.2269 -0.1 -0.2 0.0
C -2.9379 5.7184 -0.6330 0.0 0.0 0.0
C -1.7322 -1.5329 -2.0956 0.5 -0.1 -0.4
C -1.6691 -3.3591 1.8615 0.1 0.0 0.0
C -2.5102 3.9132 1.1003 0.0 0.0 0.0
C -1.1813 3.9236 -0.8513 0.0 0.1 0.0
C -0.0445 0.8537 2.5947 0.0 0.0 0.0
C 1.7356 1.1175 -2.5247 0.1 0.0 0.0
C -0.8154 2.1592 0.8026 0.0 -0.1 0.0
H -0.9012 4.3435 -1.8121 0.0 0.0 0.0
H 2.0857 0.1862 -2.9394 0.0 0.0 0.0
H -0.0123 -1.5845 4.9814 0.0 0.0 0.0
H -0.1746 -3.6645 0.2110 0.0 0.0 0.0
H -0.9819 -2.6632 -3.6514 0.0 0.0 0.0
H 0.1927 -1.9403 -2.6014 -0.1 0.0 0.0
H 0.2314 -0.5829 7.2633 0.0 0.0 0.0
H -2.3050 6.3298 -1.2781 0.0 0.0 0.0
H 1.8521 0.0524 6.9986 0.0 0.0 0.0
H 0.5435 1.1427 7.4392 0.0 0.0 0.0
H 3.1204 2.6997 -3.2475 0.0 0.0 0.0
H 0.9067 2.5684 5.3863 0.0 0.0 0.0
H -2.3733 -4.1685 1.7881 0.0 0.0 0.0
H -3.2263 -1.8144 -3.4773 0.0 0.0 0.0
H 0.4910 2.8852 3.0014 0.0 0.0 0.0
H -3.8179 5.4328 -1.2154 0.0 0.0 0.0
H -2.3435 -2.0703 3.5717 0.0 0.0 0.0
H -3.2827 6.3493 0.1882 0.0 0.0 0.0
H 1.5630 4.2255 -1.5795 0.0 0.0 0.0
H -2.1430 2.3227 2.4707 0.0 0.0 0.0
H -3.3007 4.3314 1.7156 0.0 0.0 0.0
H -3.6967 -1.2166 -1.9627 0.0 0.0 0.0
```
Positions in Å, forces in eV/Å.

=====

Record 2
ORCA calculation (ωB97M-V/def2-TZVPD) on C21H22N2O4 in the gas phase.

Calculated values
**SMILES**: Cc1cc(O[C@H](C)C(=O)NCc2ccncc2)c2c(C)c(C)c(=O)oc2c1
**Orbital gap**: 8.7 eV
**Largest force on an atom**: 0.0164 hartree/bohr
**LUMO level**: 0.2 eV
**E**: -1223.9483 Eh
**E_HOMO**: -8.547 eV
**Energy relative to the best compared isomer or geometry (same formula, charge and spin)**: 25.1 kcal/mol

```
49
Properties=species:S:1:pos:R:3:forces:R:3
O 3.0838 -1.2630 -0.9015 0.0 -0.1 -0.2
O 0.0283 2.2324 0.2425 0.1 0.0 0.1
O -3.3636 2.3011 -0.7357 -0.2 0.2 -0.2
O 4.7830 -1.8816 0.3536 -0.4 0.2 -0.2
N -2.3497 1.0990 0.8904 0.1 -0.3 0.4
N -2.1800 -3.9291 0.5169 0.2 -0.6 -0.1
C 0.1965 -0.0411 -2.6549 0.3 -0.1 0.3
C -1.2810 4.0428 1.0304 0.2 -0.2 -0.2
C -1.9156 -1.6088 0.0341 -0.1 0.0 0.1
C 2.1653 1.9300 1.8053 0.2 0.0 0.1
C -1.5634 -2.9422 -0.1076 0.1 0.3 -0.1
C -0.2223 0.9770 -1.7974 -0.1 0.3 0.1
C -3.6156 -2.3222 1.5388 0.1 0.1 -0.1
C -0.5738 -0.3187 -3.9055 0.0 0.0 0.0
C -1.1484 2.9673 -0.0465 -0.3 0.4 -0.1
C -2.4074 2.0852 -0.0229 0.4 0.1 0.0
C 2.4596 0.7899 0.8820 0.5 -0.3 0.2
C -3.1853 -3.6205 1.3176 -0.3 0.1 0.2
C 4.4447 0.1097 2.2919 0.0 -0.1 0.0
C -3.4129 0.1422 1.0795 -0.3 0.1 0.0
C -2.9677 -1.2820 0.8811 0.1 -0.2 0.0
C 3.5236 -0.0252 1.1162 -0.3 0.4 0.0
C 2.0124 -0.4821 -1.1484 -0.6 0.6 0.0
C 1.3123 -0.7754 -2.3158 0.0 0.0 0.1
C 3.8623 -1.1133 0.2074 0.5 -0.3 0.2
C 0.4577 1.2766 -0.6303 0.2 -0.4 -0.4
C 1.6289 0.5537 -0.2799 -0.1 -0.2 -0.4
H -0.4180 4.7028 1.0029 0.1 0.1 0.0
H -1.1137 1.5218 -2.0643 -0.1 0.1 0.0
H -1.4990 0.9726 1.4184 0.0 0.1 -0.1
H -1.3820 -0.8460 -0.5107 0.1 0.1 0.0
H -3.8459 0.2585 2.0803 0.0 0.0 -0.2
H -0.2948 -1.2797 -4.3278 0.0 -0.1 -0.1
H -4.4398 -2.1224 2.2068 -0.1 0.0 0.1
H 1.6675 -1.5842 -2.9331 0.0 -0.1 -0.1
H -1.6436 -0.3132 -3.7063 -0.1 0.0 0.0
H -4.1841 0.3962 0.3424 0.1 0.0 0.2
H 4.9884 1.0532 2.2596 0.0 0.1 0.1
H -2.1815 4.6232 0.8524 -0.1 0.0 0.0
H -0.3702 0.4549 -4.6457 0.0 0.0 -0.1
H -1.0786 3.4470 -1.0317 -0.1 -0.2 0.1
H -3.6654 -4.4567 1.8086 -0.1 0.0 0.1
H -0.7459 -3.2308 -0.7549 0.1 0.1 -0.1
H 1.2406 1.7478 2.3498 -0.1 0.1 0.1
H -1.3394 3.5845 2.0145 0.0 0.0 0.1
H 2.9677 2.0686 2.5212 0.0 0.0 0.0
H 2.0366 2.8476 1.2376 0.0 0.0 0.1
H 5.1655 -0.7036 2.2581 0.0 0.1 0.1
H 3.8963 0.0545 3.2306 0.0 0.0 0.1
```
Positions in Å, forces in eV/Å.

=====

- E of number 2 (C21H22N2O4)?
  -1223.9483 Eh

=====

- Among the records above, which one has the lowest E?
  C21H22IrN7OS4Sb

=====

- Among the records above, which one has the highest E?
  C21H22N2O4

=====

- Among the records above, which one has the highest E?
  C21H22N2O4